(1)
Here is the molecule C3H7N3OS in a non-equilibrium geometry from OMol25. Energies are from ωB97M-V/def2-TZVPD.

Atoms and positions in Å:
C -0.971 1.863 0.428
C -0.753 0.527 -0.231
N -1.536 -0.457 -0.117
N -1.169 -1.723 -0.593
S 0.759 0.562 -1.275
C 1.985 -0.161 -0.173
N 1.510 -0.945 0.800
O 3.149 0.215 -0.315
H -1.925 1.831 0.982
H -0.151 2.142 1.131
H -1.028 2.686 -0.310
H -2.044 -2.185 -0.918
H -0.578 -1.603 -1.469
H 0.527 -1.259 0.789
H 2.225 -1.492 1.271

## Properties
Total charge: 0
Highest occupied orbital energy (eV): -9.610
Max |F| (hartree/bohr): 0.04566
Gap between HOMO and LUMO (Eh): 0.3777
Energy above the lowest of the compared OMol25 structures with the same formula, charge and spin (kJ/mol): 113.13
SMILES: C/C(=N/N)SC(N)=O
E_LUMO (eV): 0.67



(2)
Here is a 7-piece molecular cluster, C14H43N9O10 overall in a non-equilibrium geometry from OMol25. Energies are from ωB97M-V/def2-TZVPD.

Atoms and positions in Å:
C -6.302 -0.837 -0.348
O -5.489 -1.957 -0.054
C -4.247 -2.015 -0.798
C -3.898 -3.473 -0.760
N -2.496 -3.806 -0.710
C -1.635 -2.885 -1.464
C -0.099 -3.208 -1.549
O 0.561 -2.057 -2.244
C 1.970 -2.032 -1.979
H -6.705 -0.670 -1.347
H -5.731 0.034 -0.026
H -7.165 -0.912 0.313
H -3.503 -1.446 -0.240
H -4.208 -1.719 -1.846
H -4.337 -4.052 -1.572
H -4.333 -3.903 0.142
H -2.071 -4.027 0.179
H -1.741 -1.913 -0.982
H -2.058 -2.771 -2.462
H 0.039 -4.211 -1.954
H 0.285 -3.314 -0.535
H 2.424 -1.366 -2.713
H 2.286 -3.068 -2.104
H 2.316 -1.845 -0.962
N 5.981 -3.945 0.339
C 5.788 -2.699 0.624
N 4.472 -2.432 0.660
O 6.703 -1.897 1.080
H 5.209 -4.492 -0.014
H 6.925 -4.302 0.380
H 3.806 -3.189 0.708
H 4.381 -1.554 1.151
N 0.760 0.560 -0.002
C 1.560 0.823 0.941
N 1.278 1.995 1.461
O 2.366 0.092 1.389
H -0.105 1.071 -0.099
H 0.900 -0.387 -0.323
H 1.955 2.497 2.017
H 0.435 2.457 1.149
N -3.433 3.060 1.842
C -2.204 3.029 1.473
N -1.838 4.221 1.276
O -1.473 2.123 1.477
H -4.046 2.258 1.867
H -3.936 3.927 1.966
H -2.688 4.764 1.328
H -0.898 4.547 1.102
N 1.373 -3.998 2.364
C 0.254 -3.450 2.172
N 0.387 -2.202 2.092
O -0.810 -4.021 2.300
H 2.232 -3.474 2.276
H 1.458 -4.974 2.609
H -0.517 -1.754 2.126
H 1.292 -1.768 1.979
O 2.106 7.353 2.312
C 2.061 5.922 2.190
C 2.978 5.337 3.238
O 3.150 3.965 2.982
H 1.336 7.785 1.934
H 1.029 5.591 2.307
H 2.382 5.593 1.202
H 2.458 5.451 4.189
H 3.899 5.911 3.338
H 4.077 3.812 2.783
O -1.369 2.314 -5.427
C -0.991 2.139 -4.077
C -0.840 0.655 -3.819
O 0.285 0.122 -4.478
H -1.003 1.786 -6.140
H -0.094 2.724 -3.875
H -1.659 2.548 -3.319
H -1.737 0.036 -3.785
H -0.446 0.705 -2.804
H 0.949 0.815 -4.447

## Properties
Total charge: 0
Highest occupied orbital energy (eV): -8.055
Max |F| (hartree/bohr): 0.16261
Gap between HOMO and LUMO (Eh): 0.2934
SMILES: COCCNCCOC.NC(N)=O.NC(N)=O.NC(N)=O.NC(N)=O.OCCO.OCCO
E_LUMO (eV): -0.07



(3)
Here is an isolated ion of composition C3H9N2O and charge +1 in a non-equilibrium geometry from OMol25. Energies are from ωB97M-V/def2-TZVPD.

Atoms and positions in Å:
N 0.733 0.793 2.149
C 0.835 0.279 0.933
O 1.447 -0.747 0.648
C -0.089 0.898 -0.104
C -0.951 -0.189 -0.761
N -0.056 -1.210 -1.422
H 1.404 0.670 2.862
H -0.100 1.231 2.476
H 0.354 1.469 -0.902
H -0.809 1.593 0.301
H -1.627 0.319 -1.452
H -1.525 -0.772 -0.092
H 0.721 -1.308 -0.719
H 0.218 -0.937 -2.358
H -0.554 -2.089 -1.560

## Properties
Total charge: +1
Highest occupied orbital energy (eV): -14.791
Max |F| (hartree/bohr): 0.02821
Gap between HOMO and LUMO (Eh): 0.4238
Energy above the lowest of the compared OMol25 structures with the same formula, charge and spin (kJ/mol): 37.97
SMILES: NC(=O)CC[NH3+]
E_LUMO (eV): -3.26